1.
The following is a DFT calculation (the ωB97M-V functional and the def2-TZVPD basis) of the molecule C6H12O in a non-equilibrium geometry.

Properties
* SMILES: CC(C)[C@H]1O[C@H]1C
* relative energy (zero: lowest compared OMol25 entry of this formula, charge and spin): 30.8 kcal/mol
* charge: 0

Atoms and positions in Å:
C -1.8411 -1.0496 -0.6568
C -0.7754 -0.0259 -0.2587
C -1.3622 1.1242 0.5628
C 0.3210 -0.7094 0.5312
O 1.2358 -1.5356 -0.1699
C 1.7054 -0.2941 0.5498
C 2.2496 0.7126 -0.3789
H -2.6244 -0.5853 -1.2674
H -1.3977 -1.8689 -1.2330
H -2.3216 -1.4814 0.2308
H -0.3431 0.3807 -1.1807
H -1.7899 0.7550 1.5041
H -2.1620 1.6338 0.0142
H -0.5968 1.8688 0.8133
H -0.0400 -1.1618 1.4583
H 2.3216 -0.5287 1.4207
H 1.6303 1.0497 -1.2275
H 3.1130 0.1273 -0.8375
H 2.6774 1.5886 0.1254

Force components x, y, z for each atom (eV/Å):
-0.05 -0.05 0.01
0.00 0.01 -0.03
-0.02 0.04 0.06
-0.90 -0.19 0.39
0.51 1.06 0.74
-0.58 -1.11 -0.64
2.07 -0.26 -1.28
0.14 -0.06 0.10
-0.06 0.13 0.09
0.08 0.07 -0.11
-0.02 -0.07 0.15
0.06 0.03 -0.14
0.12 -0.10 0.06
-0.11 -0.12 -0.05
-0.16 -0.04 -0.05
-0.22 0.07 -0.19
-0.02 -0.33 0.67
-0.70 1.14 0.24
-0.17 -0.22 -0.01

Löwdin analysis output, partial charges in e: -0.066, -0.393, -0.065, -0.319, -0.020, -0.259, -0.057, 0.079, 0.083, 0.083, 0.127, 0.083, 0.079, 0.079, 0.152, 0.143, 0.082, 0.109, 0.082

2.
The following is a DFT calculation (the ωB97M-V functional and the def2-TZVPD basis) of the ion C10H14NS2 with charge +1 in a non-equilibrium geometry.

Properties
* SMILES: C[NH2+]C1(c2ccccc2)SCCS1
* relative energy (zero: lowest compared OMol25 entry of this formula, charge and spin): 0.0 kcal/mol
* charge: +1

Atoms and positions in Å:
C 1.4282 0.4873 5.2873
N 0.2833 0.4147 4.3698
C 0.5146 0.1543 2.9196
C -0.8874 0.0548 2.2856
C -1.5289 -1.1797 2.1311
C -2.9187 -1.2031 1.9265
C -3.6418 -0.0132 1.8485
C -2.9715 1.2121 1.8947
C -1.5854 1.2480 2.0739
S 1.4325 1.5561 2.2528
C 2.9595 0.6938 1.7752
C 3.0470 -0.7196 2.3043
S 1.4193 -1.3886 2.7829
H 1.0581 0.1805 6.2753
H 2.1854 -0.2125 4.9371
H 1.8331 1.5007 5.3388
H -0.2486 1.2905 4.3801
H -0.3076 -0.3589 4.6797
H -0.9474 -2.1078 2.0892
H -3.4318 -2.1646 1.8451
H -4.7279 -0.0370 1.7770
H -3.5230 2.1456 1.7980
H -1.0422 2.1937 1.9789
H 3.0358 0.6904 0.6798
H 3.7693 1.3038 2.1910
H 3.4211 -1.3898 1.5182
H 3.7256 -0.7720 3.1607

Force components x, y, z for each atom (eV/Å):
0.60 0.16 0.76
-0.84 0.26 0.48
0.10 -0.41 -1.91
0.11 -0.05 0.42
-0.41 0.16 -0.12
0.32 -0.05 -0.06
0.19 0.04 0.32
0.23 -0.08 -0.11
-0.49 -0.10 -0.04
0.39 -0.09 -0.09
0.25 0.55 -0.42
0.21 -0.54 0.34
0.37 -0.13 -0.57
0.30 0.15 -0.29
-0.07 0.05 0.17
-0.16 -0.23 -0.15
-0.27 -0.23 0.43
-0.39 0.25 0.07
-0.35 0.36 0.35
0.19 0.35 -0.04
0.27 0.00 -0.12
0.12 -0.23 -0.09
-0.29 -0.24 0.36
-0.14 0.16 0.36
-0.05 -0.21 -0.27
-0.05 0.17 0.34
-0.13 -0.05 -0.13

Löwdin analysis output, partial charges in e: -0.019, -0.053, -0.907, -0.287, -0.056, -0.049, -0.059, -0.050, -0.073, 0.989, -0.469, -0.469, 0.991, 0.119, 0.070, 0.107, 0.171, 0.175, 0.087, 0.118, 0.116, 0.117, 0.090, 0.089, 0.084, 0.089, 0.079

3.
The following is a DFT calculation (the ωB97M-V functional and the def2-TZVPD basis) of a structure of composition C4H8InLaOS in a non-equilibrium geometry.

Properties
* charge: +2

Atoms and positions in Å:
C -3.5231 1.0911 1.0359
C -2.5743 0.9394 0.3461
In -0.6201 1.0649 -0.5395
S -0.5802 2.3983 -2.6027
O 0.0519 -0.9656 -0.9922
C 0.5294 -1.4798 0.2961
C 2.0332 -0.9528 0.5795
H -4.2721 1.2797 1.7395
H 0.5930 1.6819 0.5967
H -0.4360 3.6183 -2.0562
H -0.1456 -1.1131 1.0599
H 0.4962 -2.6289 0.3001
H 1.9808 0.0198 1.0478
H 2.5881 -1.6640 1.1814
H 2.5490 -0.8321 -0.4285
La 1.3298 -2.4572 -1.5639

Force components x, y, z for each atom (eV/Å):
-1.19 0.26 1.24
3.14 -1.01 -1.95
-1.87 4.09 0.50
0.05 -0.81 -0.20
0.18 -1.33 1.15
-0.25 2.19 2.38
-0.95 -1.47 -1.34
-0.88 0.11 0.39
-0.01 -0.80 -0.22
0.15 -0.25 0.31
-0.20 -0.32 0.45
-0.97 0.91 1.60
-0.09 0.42 -0.07
0.21 -0.07 0.28
0.14 0.65 1.07
2.55 -2.56 -5.59

Löwdin analysis output, partial charges in e: -0.016, -0.260, 0.442, 0.243, -0.560, -0.435, -0.059, 0.023, -0.014, -0.229, 0.144, 0.085, 0.075, 0.111, 0.064, 2.386

The following HOMO-LUMO gap values (in eV) correspond, in order, to the records above: 11.1, 9.9, 3.2.